{"formula": "C32H40ClN5O3PPbS2Se", "method": "ωB97M-V/def2-TZVPD", "species": ["Pb", "C", "C", "N", "C", "C", "C", "C", "C", "C", "C", "C", "C", "N", "C", "H", "H", "H", "H", "H", "H", "H", "H", "C", "C", "O", "P", "S", "S", "O", "C", "C", "H", "H", "H", "H", "H", "H", "H", "H", "H", "H", "Se", "C", "C", "C", "C", "C", "O", "C", "C", "C", "C", "C", "C", "Cl", "C", "C", "C", "N", "C", "N", "C", "N", "H", "H", "H", "H", "H", "H", "H", "H", "H", "H", "H", "H", "H", "H", "H", "H", "H", "H", "H", "H", "H", "H"], "positions_angstrom": [[0.899868, 0.314968, -0.006850], [3.867300, -3.443422, 1.484502], [3.267387, -2.364074, 0.790839], [2.457442, -1.517408, 1.361616], [2.133229, -1.666028, 2.677880], [2.711033, -2.703861, 3.467776], [3.589231, -3.591303, 2.814671], [2.382522, -2.797889, 4.834631], [1.517460, -1.893164, 5.387880], [0.904028, -0.855741, 4.627949], [0.019715, 0.083909, 5.187973], [-0.510955, 1.093710, 4.358181], [-0.195205, 1.115590, 3.029880], [0.616658, 0.185189, 2.446533], [1.192106, -0.753628, 3.237221], [4.528715, -4.122562, 0.962680], [3.468956, -2.206305, -0.265043], [4.036013, -4.398030, 3.388391], [2.820257, -3.589169, 5.433959], [1.270914, -1.957967, 6.443203], [-0.209614, 0.040474, 6.246165], [-1.153709, 1.866899, 4.762734], [-0.547659, 1.900997, 2.369347], [-0.126619, -3.868024, -7.036845], [-0.826910, -3.176496, -5.885578], [-0.033206, -2.073736, -5.485040], [-0.477039, -1.245341, -4.136762], [-0.375935, -2.462175, -2.589071], [-2.119142, -0.230595, -4.500249], [0.744584, -0.183732, -4.154048], [2.072029, -0.558623, -3.791742], [2.840863, 0.697209, -3.442005], [-0.723023, -4.711148, -7.395098], [0.848285, -4.241762, -6.719105], [0.025762, -3.173092, -7.864597], [-0.956368, -3.858882, -5.039543], [-1.817017, -2.817671, -6.187747], [2.531312, -1.073822, -4.643038], [2.034824, -1.256015, -2.950987], [2.885263, 1.374061, -4.297571], [3.862016, 0.443758, -3.145676], [2.367821, 1.237537, -2.620064], [1.665455, 2.804587, 0.054850], [-2.796732, 7.133315, -2.774005], [-1.395886, 6.506236, -2.807635], [-1.071370, 6.204242, -4.278272], [-0.380519, 7.535533, -2.302523], [-1.269151, 5.195907, -1.951768], [-0.061487, 4.589568, -2.369463], [-1.162313, 5.405410, -0.431791], [-2.337761, 6.035357, 0.320368], [-2.183856, 5.838523, 1.806666], [-1.291250, 6.619830, 2.534936], [-1.120289, 6.439299, 3.898306], [-1.855008, 5.457918, 4.540215], [-1.665023, 5.235625, 6.263984], [-2.735619, 4.652026, 3.842833], [-2.893833, 4.848807, 2.478120], [-2.437153, 4.243161, -2.296530], [-2.409595, 3.038647, -1.498393], [-1.522328, 2.043878, -1.556191], [-1.672373, 1.247043, -0.515308], [-2.694151, 1.815698, 0.161614], [-3.179753, 2.908167, -0.388127], [-2.763160, 8.094291, -3.296114], [-3.160793, 7.319144, -1.765061], [-3.532311, 6.514762, -3.292030], [-1.087582, 7.138537, -4.847635], [-1.806389, 5.534458, -4.729245], [-0.090437, 5.745864, -4.375508], [-0.321662, 8.371916, -3.004490], [0.607853, 7.083065, -2.216036], [-0.664304, 7.939501, -1.327767], [0.368458, 4.067897, -1.644713], [-0.250561, 5.974214, -0.239713], [-0.955601, 4.423079, 0.003933], [-3.280214, 5.587773, -0.000380], [-2.395270, 7.109085, 0.120619], [-0.709124, 7.379139, 2.023902], [-0.420195, 7.044248, 4.458285], [-3.281966, 3.873792, 4.358760], [-3.564066, 4.211597, 1.914404], [-2.356921, 3.954882, -3.344053], [-3.409803, 4.697912, -2.124335], [-0.799420, 1.937324, -2.348942], [-3.081432, 1.420608, 1.087979]], "forces_ev_per_angstrom": [[0.1117, 0.1170, 0.1248], [0.0341, 0.0455, -0.2234], [0.0216, -0.0761, 0.2083], [0.0471, 0.0689, -0.1925], [-0.1701, 0.1307, 0.1659], [0.2043, -0.1372, -0.3134], [-0.1179, 0.0563, 0.2432], [-0.1880, 0.1711, 0.1730], [0.2063, -0.2879, 0.0679], [-0.2984, 0.3747, -0.0919], [0.1918, -0.2587, 0.0254], [-0.1266, 0.1682, -0.0426], [0.1560, -0.1937, -0.0059], [-0.2548, 0.3961, -0.2549], [0.2623, -0.3549, 0.1632], [-0.0038, 0.0068, -0.0022], [0.0127, -0.0104, -0.0048], [0.0000, 0.0034, 0.0002], [0.0052, 0.0011, -0.0021], [-0.0086, 0.0092, -0.0076], [-0.0136, 0.0075, -0.0065], [0.0165, -0.0010, -0.0007], [0.0074, 0.0047, 0.0117], [0.0089, 0.0002, -0.0021], [-0.0126, 0.0346, 0.0023], [0.0416, -0.0468, -0.0346], [0.0525, 0.0111, -0.0251], [-0.0237, 0.0017, -0.0721], [-0.0586, 0.0256, -0.0160], [-0.1028, 0.0622, 0.1368], [0.0799, -0.0036, -0.0933], [-0.0547, 0.0159, -0.0541], [0.0010, 0.0052, 0.0099], [-0.0032, 0.0056, -0.0034], [-0.0035, -0.0004, 0.0041], [0.0045, -0.0009, 0.0028], [0.0078, 0.0034, 0.0097], [-0.0107, -0.0469, 0.0284], [-0.0139, 0.0060, 0.0190], [0.0023, -0.0177, -0.0194], [-0.0151, 0.0049, 0.0171], [0.0603, 0.0047, 0.0198], [-0.0968, -0.0700, -0.0688], [-0.0150, 0.0170, -0.0219], [-0.0028, 0.0032, 0.0319], [-0.0016, -0.0059, 0.0121], [-0.0049, -0.0070, 0.0118], [-0.0052, 0.0329, 0.0310], [0.0849, -0.1370, 0.0694], [0.0248, 0.0165, -0.0079], [-0.0090, 0.0252, 0.0023], [0.0087, 0.0206, 0.0181], [-0.0071, 0.0045, -0.0112], [-0.0027, -0.0047, 0.0061], [0.0135, 0.0063, 0.0207], [0.0032, -0.0084, -0.0195], [-0.0039, -0.0135, -0.0042], [0.0074, -0.0240, -0.0068], [-0.0418, -0.0222, -0.0387], [0.0848, 0.0050, -0.0595], [0.0108, -0.0840, 0.0108], [-0.1399, -0.0620, 0.0552], [-0.0074, 0.0102, 0.0496], [0.0545, 0.0273, 0.0306], [-0.0033, -0.0049, 0.0076], [0.0069, -0.0055, -0.0029], [0.0151, 0.0001, 0.0047], [-0.0129, -0.0053, 0.0037], [0.0207, -0.0135, 0.0094], [0.0131, 0.0059, -0.0023], [0.0013, 0.0017, 0.0029], [0.0019, 0.0002, -0.0088], [0.0064, -0.0086, -0.0021], [-0.0142, 0.0424, -0.0483], [0.0038, 0.0010, 0.0213], [-0.0032, -0.0013, -0.0036], [0.0062, -0.0046, 0.0128], [0.0025, -0.0079, -0.0178], [-0.0073, -0.0030, 0.0033], [-0.0033, -0.0028, -0.0023], [-0.0003, 0.0047, -0.0031], [-0.0024, 0.0015, -0.0026], [-0.0116, 0.0023, -0.0002], [-0.0013, -0.0078, 0.0098], [-0.0228, -0.0156, -0.0342], [-0.0048, -0.0150, -0.0230]], "homo_lumo_gap_ev": [3.97, 5.50], "e_lumo_ev": [3.930, 3.928], "e_above_lowest_kj_mol": 3.6, "charge": -2, "e_tot_ha": -5935.3227, "multiplicity": 2, "s2": 0.78}